Density functional theory data (ωB97M-V with the def2-TZVPD basis set) for C47H76AsKN4O3S6Si4 as an isolated structure.

The geometry in XYZ format:
```
142
Properties=species:S:1:pos:R:3:forces:R:3:mulliken_charge:R:1
K -0.21870 -0.18242 -0.15223 1.125 0.312 0.059 0.7141
O -1.08831 1.14825 3.22872 0.263 -0.189 -0.294 -0.0944
S -2.07182 1.54245 4.25079 -0.710 0.101 0.136 -0.0377
C -3.64366 1.96020 3.32516 0.255 -0.161 0.102 -0.9390
C -3.78495 1.14954 2.04240 0.038 -0.169 0.139 0.4543
C -4.67258 -0.11118 2.12981 0.165 0.208 -0.039 -0.9415
C -4.24348 -1.22583 1.17664 -0.097 0.299 -0.129 -0.4936
S -3.90050 -0.71790 -0.55090 -0.508 -0.245 0.668 0.3794
O -2.62580 0.04515 -0.52160 -0.376 0.154 -0.342 0.3839
C -5.18638 0.52613 -0.74558 -0.214 -0.079 -0.452 0.5312
C -6.53299 0.20301 -0.61294 0.201 -0.090 0.038 -0.7613
C -7.49565 1.14420 -0.93546 -0.155 0.109 -0.003 -0.6268
C -7.12376 2.39767 -1.40586 0.188 0.004 0.008 -0.6351
C -5.77651 2.70613 -1.55645 -0.226 0.079 0.016 -0.8423
C -4.80936 1.76941 -1.23264 0.215 -0.140 0.002 -0.4433
C -2.68994 0.04154 5.04533 -0.029 0.209 -0.040 0.2165
C -2.17804 -1.19202 4.69596 0.188 -0.082 -0.304 -0.3541
C -2.68239 -2.33588 5.30374 -0.001 -0.005 0.124 -0.6047
C -3.66959 -2.22299 6.27302 0.009 -0.092 0.039 -0.4752
C -4.15097 -0.97265 6.64964 0.016 0.024 -0.057 -0.5900
C -3.65549 0.16691 6.03731 -0.041 0.003 0.019 -0.3393
H -3.52319 3.02256 3.10601 -0.004 -0.004 0.021 0.3515
H -4.47457 1.83871 4.02172 -0.003 0.033 0.026 0.6374
H -2.77861 0.87408 1.71795 0.002 0.036 0.002 0.1193
H -4.18530 1.79820 1.26149 0.112 0.019 0.064 -0.2398
H -5.70897 0.16901 1.91860 0.005 -0.014 0.123 0.3732
H -4.65068 -0.52170 3.14077 0.025 -0.056 0.050 0.4663
H -4.98893 -2.02204 1.10680 0.042 -0.011 0.035 0.5945
H -3.29158 -1.67516 1.47807 0.040 -0.057 -0.060 -0.2640
H -6.81883 -0.78102 -0.25871 -0.049 0.010 -0.020 0.4720
H -8.54691 0.90649 -0.82870 0.021 -0.052 0.023 0.3865
H -7.87755 3.12992 -1.66474 -0.022 -0.017 0.009 0.3930
H -5.48178 3.67706 -1.93560 0.024 -0.020 -0.011 0.4780
H -3.75167 1.97698 -1.35461 0.007 0.040 0.026 0.4035
H -1.40094 -1.27006 3.94117 -0.059 0.054 -0.047 0.5515
H -2.28653 -3.30392 5.02040 -0.047 0.011 -0.035 0.5069
H -4.05711 -3.11246 6.75530 0.008 0.002 -0.033 0.3893
H -4.90951 -0.88701 7.41864 0.018 -0.012 -0.006 0.3601
H -4.01737 1.14905 6.32687 0.006 -0.032 -0.001 0.4253
S 1.87050 -2.44146 0.51474 0.256 0.062 0.114 -0.2576
C 0.57374 -3.33163 1.16756 0.168 -0.346 0.014 0.3105
S -1.05823 -2.84074 0.89286 -0.568 -0.115 0.322 -0.7130
C 0.81124 -4.52541 1.89068 -0.127 0.419 -0.272 0.6289
C -0.24847 -5.29396 2.41632 -0.393 -0.216 0.234 -0.2169
N -1.09462 -5.94266 2.87077 0.103 0.052 -0.026 -0.7575
C 2.10810 -5.04421 2.10691 0.298 -0.122 -0.003 -0.2586
N 3.13939 -5.53051 2.30046 -0.017 0.020 0.021 -0.7201
C 6.86493 -0.51543 -0.51392 -0.103 -0.055 -0.026 -1.2670
C 5.79575 -0.72000 -1.58538 0.082 0.040 0.061 -0.2867
C 4.39856 -0.59853 -1.00413 -0.265 0.066 -0.259 -0.1645
S 3.12705 -0.40639 -2.30786 0.178 -0.577 0.404 1.2064
O 3.76683 0.46265 -3.34693 0.082 0.281 -0.315 -0.9915
C 3.19384 -2.14454 -2.96217 -0.058 0.282 0.107 -0.0318
C 3.38243 -2.14529 -4.46987 0.069 0.023 0.016 0.0166
C 3.83823 -3.50714 -4.98631 -0.120 0.027 0.101 -1.4637
H 7.86529 -0.62541 -0.93760 0.017 -0.004 0.014 0.4083
H 6.74778 -1.24372 0.29124 0.045 0.030 0.027 0.3274
H 6.78538 0.48159 -0.07835 0.014 -0.021 0.008 0.1941
H 5.93507 -1.70084 -2.04878 -0.046 0.014 -0.051 0.2491
H 5.90418 0.03304 -2.36805 0.028 -0.030 -0.039 0.2992
H 4.31072 0.30887 -0.40349 -0.050 -0.003 0.014 -0.6142
H 4.09267 -1.45405 -0.39762 0.038 0.047 0.050 0.5813
H 2.24460 -2.58391 -2.65519 0.105 -0.050 0.055 -0.7910
H 3.99855 -2.68067 -2.45981 0.018 0.009 0.015 0.4925
H 4.12204 -1.38391 -4.72329 -0.027 0.022 -0.060 0.3731
H 2.44783 -1.85185 -4.95529 0.024 0.030 -0.024 0.2011
H 4.79981 -3.78063 -4.54615 0.000 -0.019 -0.005 0.3545
H 3.94974 -3.49831 -6.07214 0.002 -0.015 -0.012 0.3695
H 3.11674 -4.28406 -4.72371 0.096 -0.020 -0.045 0.2801
C 0.09545 -3.82874 -4.17342 -0.016 0.008 -0.083 -1.0964
As -0.30938 -3.37394 -2.27389 -0.061 -0.181 -0.372 0.7341
C -0.55489 -5.24971 -1.74401 0.017 -0.077 0.088 -1.1727
C -2.20327 -3.01749 -2.64361 -0.175 -0.008 -0.073 -1.0024
H -0.69073 -4.45543 -4.60338 0.006 -0.006 0.037 0.4883
H 1.04202 -4.36806 -4.24392 -0.043 0.042 0.062 0.0898
H 0.17871 -2.91673 -4.76918 0.003 0.001 0.031 0.2588
H -1.25045 -5.74894 -2.42406 0.018 0.056 -0.032 0.3905
H -0.94199 -5.29966 -0.72767 0.012 0.076 0.030 0.2639
H 0.40299 -5.77054 -1.77223 0.028 0.060 0.000 0.3714
H -2.61862 -3.75831 -3.33139 0.032 -0.002 -0.002 0.5008
H -2.32147 -2.02348 -3.08045 0.007 0.004 -0.004 0.2305
H -2.75067 -3.05893 -1.70597 -0.007 -0.002 0.084 0.1706
C -2.57203 4.41183 0.44951 -0.110 0.082 -0.002 -0.8567
C -1.71551 3.35951 -0.07022 0.234 -0.114 0.077 0.0912
N -1.00207 2.53822 -0.43563 -0.297 0.073 -0.120 0.2213
H -2.30639 5.35857 -0.01963 -0.037 -0.015 0.041 0.4737
H -2.41636 4.50031 1.52468 0.007 0.028 -0.061 -0.0707
H -3.61696 4.17815 0.24817 -0.047 -0.005 -0.009 0.2232
C 2.55815 4.47133 -2.51569 -0.037 -0.061 0.125 -0.7622
Si 3.64019 4.40306 -0.94795 0.356 0.348 -0.215 -0.0790
C 4.33693 6.19107 -0.81135 -0.166 -0.106 0.166 -1.1201
C 5.15937 3.34954 -1.41682 -0.209 -0.103 0.150 -0.7203
Si 2.33567 3.51113 0.77410 -0.003 -0.160 -0.005 0.4860
Si 3.57878 2.80822 2.62077 0.362 0.028 0.508 0.1888
C 4.64183 3.99704 3.70124 -0.144 0.102 -0.258 -1.2032
C 4.80568 1.41651 2.19418 -0.164 0.060 -0.180 -0.5130
C 2.36270 2.06116 3.87927 -0.036 0.022 -0.150 -0.9350
Si 1.25289 5.40177 1.58152 -0.189 0.377 0.147 -0.0266
C -0.10165 4.89927 2.84090 0.032 -0.183 -0.056 -0.5119
C 2.15017 6.85088 2.46839 0.150 -0.245 -0.095 -1.1388
C 0.32277 6.27856 0.15351 0.068 -0.205 -0.110 -1.0694
H 3.13269 4.69796 -3.41944 0.070 0.031 0.035 0.3927
H 1.77526 5.22948 -2.41372 -0.002 -0.006 0.013 0.2902
H 2.06195 3.50936 -2.66750 0.012 -0.001 0.011 -0.1305
H 4.84435 6.52240 -1.72361 -0.012 -0.107 -0.060 0.3620
H 5.04523 6.27300 0.01802 -0.016 -0.014 0.014 0.2747
H 3.52137 6.89438 -0.61363 0.031 0.009 0.018 0.2365
H 5.85293 3.89500 -2.06305 -0.051 0.077 -0.020 0.4747
H 4.83878 2.45318 -1.95576 0.023 -0.036 0.033 -0.0642
H 5.70589 3.03787 -0.52217 0.025 -0.005 -0.036 0.1333
H 5.39202 4.51427 3.09550 -0.015 0.007 -0.004 0.2723
H 5.16660 3.46142 4.49888 -0.046 -0.101 -0.017 0.3698
H 4.01720 4.76345 4.17019 0.012 -0.007 -0.026 0.2731
H 5.46616 1.72114 1.37706 -0.012 -0.028 0.025 -0.1813
H 4.26697 0.51975 1.87643 0.022 0.007 -0.016 0.1925
H 5.43420 1.14029 3.04491 -0.046 0.059 0.079 0.4672
H 1.69936 2.83238 4.28310 -0.013 -0.018 -0.022 0.1486
H 2.87482 1.58718 4.72198 0.101 0.027 -0.015 0.4558
H 1.73118 1.30705 3.40303 -0.016 0.040 0.021 0.1212
H 0.34145 4.76654 3.83194 -0.006 -0.014 -0.003 0.4137
H -0.52960 3.93252 2.55467 0.049 -0.011 0.068 -0.5417
H -0.91257 5.63010 2.93516 0.063 0.117 -0.021 0.5405
H 2.65136 6.47869 3.36669 -0.007 0.023 -0.018 0.2746
H 1.48834 7.67014 2.76871 -0.125 -0.062 -0.053 0.3404
H 2.92654 7.26500 1.81839 -0.009 -0.012 0.012 0.2354
H -0.09462 5.52612 -0.52341 0.040 0.072 -0.030 0.0928
H 1.02068 6.88049 -0.43547 0.003 -0.006 -0.001 0.3303
H -0.48638 6.93623 0.48817 0.036 0.027 0.111 0.4447
S -2.41328 1.91181 -4.38490 0.174 -0.017 0.013 -0.4716
C -1.46746 0.97007 -3.24517 -0.243 0.156 -0.330 0.0212
N -0.20909 0.93646 -3.45345 0.279 -0.326 0.334 0.4047
C 0.14459 1.68014 -4.56246 -0.315 0.387 -0.434 -0.6877
C 1.43903 1.86064 -5.05037 0.013 -0.088 0.085 0.0841
C 1.61601 2.64086 -6.17570 0.071 -0.005 0.021 -0.9163
C 0.53527 3.24139 -6.82676 -0.106 -0.002 -0.003 -0.4228
C -0.75571 3.07313 -6.35878 0.048 0.078 -0.107 -0.5793
C -0.93903 2.29806 -5.22154 0.017 -0.199 0.237 0.9137
H -1.97363 0.47214 -2.42982 0.056 0.012 0.044 0.1837
H 2.27654 1.40056 -4.53555 0.024 0.006 0.023 0.5157
H 2.61822 2.79846 -6.55425 -0.004 -0.007 0.008 0.4400
H 0.71143 3.84992 -7.70537 -0.019 -0.004 -0.004 0.3634
H -1.59941 3.52905 -6.86157 0.026 0.032 0.001 0.3632
```
Forces are in eV/Å.

Properties
LUMO level: 2.971 eV
Largest force on an atom: 1.169 eV/A
HOMO energy: -1.4 eV
Total charge: -2
HOMO-LUMO gap: 4.39 eV
Energy relative to the best compared isomer or geometry (same formula, charge and spin): 29.34 kcal/mol